A gas-phase ion, C4H12N3 (charge +1) at a distorted geometry. Source: the OMol25 dataset; level of theory: ωB97M-V with the def2-TZVPD basis set.

Values from the calculation:
Charge: +1
Energy relative to the best compared isomer or geometry (same formula, charge and spin), kJ/mol: 236.3
Structure (SMILES): NCC/C(N)=C/[NH3+]
Maximum force, eV/Å: 2.5

Last column: natural (NBO) charge in e.
Geometry (Å):
N 2.6523 -1.3603 0.1780  -0.84
C 1.9063 -0.1093 0.0847  -0.21
C 0.6889 -0.2139 -0.8599  -0.46
C -0.5804 0.3800 -0.2561  0.27
N -0.5534 1.7757 -0.1850  -0.83
C -1.4588 -0.4779 0.2962  -0.22
N -2.8020 0.0584 0.5602  -0.68
H 2.0843 -2.1457 -0.1123  0.36
H 3.6075 -1.3064 -0.1358  0.39
H 1.4992 0.2046 1.0548  0.17
H 2.6142 0.6872 -0.2141  0.21
H 0.5369 -1.2577 -1.0478  0.22
H 0.8296 0.3083 -1.8592  0.24
H 0.3152 2.1642 -0.5412  0.41
H -0.6037 2.0765 0.7916  0.39
H -1.3125 -1.5272 0.4601  0.25
H -3.4145 0.0212 -0.2728  0.44
H -3.2880 -0.3565 1.3616  0.45
H -2.7213 1.0789 0.6969  0.45

Force components x, y, z for each atom (eV/Å):
N -0.869 0.726 0.392
C 0.628 0.412 -0.035
C -0.324 1.039 -0.731
C 2.288 -1.023 0.220
N -0.581 -0.239 0.798
C -0.092 1.237 -0.801
N -0.599 1.030 0.097
H 0.804 -0.089 -0.083
H -0.263 -0.392 -0.256
H 0.234 -0.182 0.178
H -0.454 -0.279 0.042
H -0.254 -0.542 -0.376
H 0.014 -0.704 1.041
H -0.277 -0.146 -0.280
H -0.302 0.132 -0.381
H -0.134 -0.179 -0.378
H 0.183 -0.560 0.345
H 0.069 0.126 -0.138
H -0.072 -0.367 0.346

A molecular structure, C34H58BFGaN4OP2. Source: the OMol25 dataset; level of theory: ωB97M-V with the def2-TZVPD basis set.

Values from the calculation:
Charge: +1
Energy relative to the best compared isomer or geometry (same formula, charge and spin), kJ/mol: 22.0
Maximum force, eV/Å: 0.6

Last column: Löwdin charge in e.
Geometry (Å):
Ga 0.1270 -0.5279 0.4338  0.57
C 5.4822 1.0495 0.6459  -0.08
C 4.4399 -0.0682 0.5759  -0.70
C 3.9751 -0.4303 1.9991  -0.09
C 5.0642 -1.3122 -0.0657  -0.09
P 2.8590 0.3638 -0.3326  1.12
C 2.5492 2.0725 0.3382  -0.28
N 1.1315 2.3644 0.4529  0.00
B 0.0243 1.4826 0.3999  -0.59
N -1.1502 2.2411 0.6273  -0.01
C -2.5199 1.7798 0.7767  -0.27
P -2.7296 0.0440 0.1309  1.12
C -3.4585 0.3843 -1.5723  -0.69
C -3.3414 -0.9032 -2.3986  -0.11
C -4.9100 0.8555 -1.5576  -0.08
C -2.5691 1.4504 -2.2305  -0.08
C -3.9825 -0.6553 1.3374  -0.70
C -4.4725 -2.0083 0.8055  -0.09
C -3.1661 -0.9080 2.6188  -0.10
C -5.1831 0.2390 1.6513  -0.08
C -0.7617 3.5680 0.8477  -0.15
C -1.5137 4.6898 1.1546  -0.01
C -0.8422 5.8917 1.3467  -0.08
C 0.5445 5.9668 1.2373  -0.08
C 1.3039 4.8426 0.9342  -0.01
C 0.6395 3.6425 0.7427  -0.15
C 3.1414 0.6958 -2.1617  -0.69
C 4.4792 1.3505 -2.4957  -0.08
C 1.9991 1.6003 -2.6479  -0.09
C 3.0208 -0.6534 -2.8837  -0.09
H 6.2627 0.7501 1.3519  0.09
H 5.0651 1.9930 1.0045  0.07
H 5.9600 1.2265 -0.3160  0.07
H 4.8186 -0.8477 2.5565  0.09
H 3.1744 -1.1747 1.9878  0.06
H 3.6160 0.4404 2.5523  0.08
H 5.9292 -1.6230 0.5277  0.10
H 5.4090 -1.1282 -1.0845  0.07
H 4.3687 -2.1506 -0.0930  0.06
H 3.0308 2.8011 -0.3166  0.09
H 3.0204 2.1574 1.3177  0.09
H -3.1995 2.4466 0.2438  0.09
H -2.8034 1.8031 1.8286  0.09
H -3.9106 -1.7274 -1.9592  0.07
H -2.2978 -1.2078 -2.5020  0.06
H -3.7355 -0.7288 -3.4040  0.10
H -5.5866 0.0677 -1.2230  0.07
H -5.2050 1.1331 -2.5744  0.10
H -5.0494 1.7318 -0.9206  0.08
H -1.5064 1.2442 -2.0783  0.06
H -2.7787 2.4530 -1.8552  0.09
H -2.7559 1.4551 -3.3078  0.10
H -3.6393 -2.7052 0.6737  0.08
H -5.0088 -1.9130 -0.1415  0.06
H -5.1579 -2.4527 1.5326  0.10
H -2.2856 -1.5221 2.4181  0.06
H -3.7890 -1.4400 3.3439  0.10
H -2.8286 0.0168 3.0916  0.08
H -5.8720 0.3055 0.8109  0.06
H -4.8932 1.2504 1.9405  0.08
H -5.7312 -0.1951 2.4929  0.09
H -2.5925 4.6376 1.2471  0.11
H -1.4068 6.7830 1.5897  0.11
H 1.0405 6.9162 1.3949  0.11
H 2.3832 4.9085 0.8554  0.11
H 4.6288 2.2804 -1.9422  0.08
H 4.4968 1.5928 -3.5626  0.09
H 5.3181 0.6823 -2.2985  0.07
H 2.1061 2.6294 -2.3022  0.09
H 1.0236 1.2304 -2.3248  0.06
H 2.0029 1.6151 -3.7409  0.10
H 3.7483 -1.3915 -2.5399  0.07
H 3.1756 -0.5090 -3.9575  0.09
H 2.0219 -1.0764 -2.7495  0.07
F 0.2423 -1.4067 1.9865  -0.28
C 1.2090 -8.0586 0.6539  -0.06
C 1.8095 -6.7233 1.0775  -0.20
N 2.8194 -6.2098 0.1503  -0.05
C 4.1315 -6.8716 0.1262  -0.19
C 4.3719 -7.6540 -1.1604  -0.06
C 2.6845 -5.0917 -0.5946  -0.42
O 3.6036 -4.5805 -1.2220  0.07
C 1.3272 -4.4367 -0.6969  -0.09
C 0.2438 -5.0414 -1.3175  0.03
C -0.9279 -4.3216 -1.4874  0.00
C -0.9797 -3.0152 -1.0506  -0.10
N 0.0734 -2.4131 -0.4877  0.02
C 1.2010 -3.1147 -0.3077  -0.04
H 0.4824 -8.3862 1.3996  0.08
H 1.9797 -8.8277 0.5677  0.07
H 0.6978 -7.9825 -0.3074  0.07
H 2.2856 -6.8404 2.0518  0.12
H 1.0273 -5.9788 1.1972  0.11
H 4.1783 -7.5290 0.9930  0.12
H 4.8974 -6.1043 0.2329  0.12
H 3.6008 -8.4125 -1.3078  0.07
H 5.3418 -8.1531 -1.1155  0.08
H 4.3730 -6.9786 -2.0152  0.07
H 0.3141 -6.0642 -1.6653  0.13
H -1.7919 -4.7715 -1.9573  0.12
H -1.8758 -2.4219 -1.1421  0.06
H 2.0176 -2.6057 0.1775  0.10

Force components x, y, z for each atom (eV/Å):
Ga -0.242 -0.571 -0.080
C 0.037 0.023 0.048
C -0.097 -0.143 -0.087
C 0.053 0.006 -0.052
C 0.021 0.034 0.052
P -0.078 0.151 0.107
C -0.159 -0.074 -0.001
N 0.005 0.118 -0.078
B 0.081 -0.035 0.033
N -0.104 0.069 -0.022
C 0.168 -0.072 0.004
P -0.092 0.260 0.072
C 0.076 -0.203 0.098
C -0.119 0.071 -0.065
C 0.005 0.030 -0.085
C -0.013 -0.038 -0.031
C 0.134 -0.070 -0.072
C 0.033 0.031 0.018
C -0.050 -0.051 -0.034
C -0.046 -0.022 0.002
C 0.068 -0.047 0.025
C -0.058 -0.008 -0.029
C 0.026 0.008 -0.007
C -0.029 0.010 -0.008
C 0.062 0.003 -0.031
C -0.060 -0.028 -0.068
C -0.037 -0.206 0.098
C -0.015 0.012 -0.034
C 0.033 -0.046 0.009
C 0.020 -0.035 -0.058
H -0.015 0.023 -0.032
H 0.083 -0.060 -0.007
H -0.014 0.008 0.066
H -0.026 0.040 -0.025
H 0.030 0.012 0.030
H -0.013 -0.027 -0.020
H -0.030 0.019 -0.032
H 0.009 -0.002 0.074
H -0.047 -0.095 -0.051
H 0.033 0.077 0.000
H 0.028 -0.014 0.038
H -0.049 0.041 0.017
H -0.042 -0.012 0.078
H 0.077 0.032 -0.063
H -0.101 0.123 -0.136
H 0.002 -0.008 0.044
H 0.025 0.061 -0.048
H 0.010 0.005 0.039
H -0.027 -0.042 -0.034
H -0.003 0.016 -0.046
H 0.059 -0.032 0.006
H -0.029 0.017 0.039
H -0.034 0.017 -0.041
H -0.003 -0.014 0.099
H 0.028 0.014 -0.030
H 0.002 0.014 0.035
H -0.005 0.057 -0.033
H -0.020 -0.011 -0.022
H 0.017 0.023 0.106
H -0.010 -0.029 0.006
H 0.023 0.022 -0.028
H 0.052 -0.004 0.009
H 0.024 -0.039 -0.011
H -0.019 -0.040 -0.005
H -0.061 -0.013 0.021
H 0.026 -0.033 -0.039
H 0.002 0.005 0.036
H -0.030 0.068 -0.017
H -0.037 -0.020 0.021
H -0.037 -0.001 -0.013
H 0.023 0.011 0.023
H -0.048 0.042 0.005
H -0.001 0.007 0.051
H 0.002 -0.029 0.019
F 0.139 0.099 -0.005
C 0.050 0.036 -0.004
C 0.020 -0.120 -0.156
N -0.086 0.041 -0.049
C -0.026 0.014 -0.185
C -0.036 0.020 0.083
C 0.145 -0.017 0.044
O -0.119 -0.008 0.111
C 0.008 0.034 -0.035
C 0.006 -0.033 0.053
C 0.013 -0.103 -0.025
C -0.072 0.110 0.027
N 0.377 0.378 0.083
C -0.138 -0.129 -0.052
H 0.052 -0.019 -0.032
H -0.064 0.038 0.011
H 0.028 0.000 0.009
H 0.029 0.070 0.056
H -0.033 0.080 0.004
H -0.023 0.005 0.041
H 0.020 0.007 0.057
H 0.044 0.015 -0.003
H -0.056 0.027 -0.014
H 0.000 -0.034 0.009
H 0.011 -0.003 0.009
H -0.002 0.060 0.024
H 0.078 -0.093 0.081
H 0.158 0.117 0.007

A single C3H4N2S2 molecule. Source: the OMol25 dataset; level of theory: ωB97M-V with the def2-TZVPD basis set.

Values from the calculation:
Charge: 0
Energy relative to the best compared isomer or geometry (same formula, charge and spin), kJ/mol: 146.6
Structure (SMILES): Sc1ccnn1S
Maximum force, eV/Å: 0.9

Last column: natural (NBO) charge in e.
Geometry (Å):
S -2.2881 0.4361 -0.1191  0.06
C -0.5994 -0.0376 -0.1130  0.00
C 0.0193 -1.2768 -0.1055  -0.36
C 1.3981 -0.9758 -0.1077  -0.03
N 1.6319 0.3266 -0.1214  -0.26
N 0.4041 0.8971 -0.1302  -0.35
S 0.2086 2.5777 -0.1888  0.25
H -2.7654 -0.8148 -0.0482  0.14
H -0.4593 -2.2694 -0.0937  0.24
H 2.2094 -1.6628 -0.0961  0.21
H 0.2407 2.7997 1.1237  0.11

Force components x, y, z for each atom (eV/Å):
S 0.024 0.147 0.013
C 0.360 -0.549 -0.080
C -0.547 -0.102 0.051
C -0.483 0.724 0.023
N 0.103 -0.433 -0.043
N -0.441 -0.225 0.082
S 0.004 -0.118 -0.367
H 0.140 0.006 -0.005
H 0.348 0.830 -0.016
H 0.487 -0.305 -0.006
H 0.005 0.026 0.349

| no. | Kohn-Sham gap (eV) |
| --- | --- |
| 1 | 8.46 |
| 2 | 7.67 |
| 3 | 9.31 |